1.
C51H46As2NO10P2PtSTe | the ωB97M-V functional and the def2-TZVPD basis

Structure (XYZ):
```
115
Properties=species:S:1:pos:R:3:forces:R:3:lowdin_charge:R:1
Pt -0.73266 0.42580 -0.52717 -0.7742 -0.9205 -0.2232 0.555
Te -2.37292 -2.76510 2.88485 -0.2546 -0.1039 0.2091 1.262
C -4.27920 -2.26170 3.68572 -0.0739 0.0991 -0.0348 -0.556
C -4.45509 -1.93259 5.02408 0.0460 -0.0631 -0.0164 -0.142
C -5.70209 -1.50538 5.45820 0.0208 -0.0060 0.0742 -0.171
N -6.76309 -1.38419 4.66692 -0.0592 0.0200 0.0253 0.043
C -6.59072 -1.70720 3.38621 -0.0314 -0.0206 -0.0666 -0.160
C -5.38983 -2.14857 2.85463 0.0707 -0.0088 0.0134 -0.141
C -2.26880 -1.27309 1.49242 0.5187 -0.1128 -0.4055 -1.000
P -1.06427 -0.01035 1.63105 0.0897 0.0096 0.2495 0.642
C 0.43790 -0.67264 2.43185 -0.0226 0.0479 0.0286 -0.364
C 1.18060 -1.61412 1.71644 -0.0357 -0.0962 -0.0182 -0.146
C 2.25779 -2.25366 2.30207 0.0575 -0.0144 0.0256 -0.084
C 2.61534 -1.95578 3.61206 -0.0039 0.0150 -0.0150 -0.092
C 1.88327 -1.02582 4.32874 -0.0012 -0.0106 -0.0053 -0.083
C 0.79606 -0.38886 3.74369 -0.0215 -0.0057 0.0001 -0.084
C -1.61072 1.32966 2.71879 -0.0107 -0.0538 0.0285 -0.363
C -0.79081 2.43379 2.94008 0.0655 -0.0094 -0.0047 -0.125
C -1.22576 3.46792 3.75114 -0.0155 0.0145 0.0269 -0.078
C -2.48315 3.40831 4.34016 0.0133 0.0429 0.0067 -0.093
C -3.30261 2.31274 4.11903 -0.0588 -0.0032 0.0157 -0.079
C -2.86825 1.27387 3.30771 0.0510 -0.0305 -0.0226 -0.071
P -2.20331 -1.43644 -0.27907 -0.2319 0.7651 0.3915 0.777
C -3.64208 -0.51680 -0.95958 -0.1322 -0.3823 -0.1736 -0.376
C -4.68267 -0.09772 -0.13977 0.0560 0.0041 0.0156 -0.090
C -5.73663 0.63648 -0.66637 -0.0162 0.0148 0.0077 -0.081
C -5.75654 0.95768 -2.01554 -0.0014 -0.0001 -0.0151 -0.091
C -4.72134 0.53801 -2.84166 -0.0089 0.0615 -0.0075 -0.079
C -3.67183 -0.19752 -2.31674 0.0567 -0.0102 -0.0048 -0.102
C -2.59317 -3.16404 -0.70137 0.2824 -0.0588 -0.1215 -0.364
C -3.83710 -3.56176 -1.17956 -0.0017 0.0543 0.0021 -0.073
C -4.09449 -4.90416 -1.42214 -0.0383 -0.0562 -0.0196 -0.084
C -3.11630 -5.85907 -1.19398 0.0198 -0.0069 0.0147 -0.092
C -1.86916 -5.46946 -0.72152 -0.0169 -0.0145 0.0011 -0.086
C -1.61387 -4.13091 -0.48074 0.0570 0.0104 0.0558 -0.148
H -3.62901 -1.98116 5.72249 0.0122 0.0190 -0.0031 0.088
H -5.84754 -1.23019 6.49845 -0.0063 -0.0102 0.0004 0.097
H -7.46289 -1.60845 2.74724 0.0036 0.0066 -0.0008 0.100
H -5.31659 -2.38278 1.79952 -0.0098 -0.0273 0.0081 0.087
H 0.89583 -1.85686 0.69725 0.0109 0.0543 0.0045 0.061
H 2.82458 -2.98298 1.73492 0.0039 0.0006 -0.0009 0.100
H 3.47030 -2.44055 4.06570 0.0012 -0.0169 0.0046 0.100
H 2.15709 -0.78756 5.34865 0.0065 0.0044 -0.0011 0.103
H 0.22111 0.32468 4.31942 0.0065 0.0145 -0.0075 0.104
H 0.19225 2.47871 2.48449 -0.0029 -0.0055 0.0009 0.091
H -0.58470 4.32337 3.92205 0.0028 0.0120 -0.0049 0.102
H -2.82385 4.22166 4.96908 -0.0014 -0.0016 0.0081 0.096
H -4.28321 2.26264 4.57613 -0.0024 0.0019 0.0014 0.101
H -3.49737 0.41105 3.12637 -0.0346 -0.0017 -0.0117 0.078
H -4.64237 -0.33259 0.91707 0.0135 0.0557 -0.0099 0.071
H -6.53569 0.97094 -0.01594 -0.0090 0.0033 0.0061 0.099
H -6.56870 1.54684 -2.42254 -0.0042 0.0112 -0.0017 0.096
H -4.71388 0.81428 -3.88858 -0.0078 -0.0165 -0.0080 0.103
H -2.84941 -0.49669 -2.95804 0.0073 0.0062 0.0124 0.105
H -4.60845 -2.82452 -1.36170 0.0090 0.0155 -0.0015 0.102
H -5.06697 -5.20225 -1.79378 -0.0049 -0.0052 0.0098 0.100
H -3.32469 -6.90528 -1.37828 0.0036 -0.0056 -0.0172 0.098
H -1.09933 -6.20817 -0.53626 -0.0050 -0.0040 -0.0021 0.103
H -0.64380 -3.82669 -0.10032 -0.0006 0.0128 -0.0028 0.096
O -0.14093 1.21371 -4.61540 -0.0203 0.0590 0.0240 0.020
C -0.62349 1.34067 -3.49391 -0.0412 -0.0224 0.0533 -0.636
O -0.41052 0.47199 -2.56347 0.0975 -0.0687 -0.1288 -0.300
C -1.53813 2.51581 -3.22181 0.0624 0.0069 0.0414 -0.156
C -2.15322 3.05234 -4.35601 -0.0203 -0.0291 -0.0141 -0.044
C -3.01591 4.12650 -4.28525 -0.0299 0.0279 0.0012 -0.102
C -3.26846 4.70269 -3.04422 -0.0331 0.0140 -0.0336 -0.105
C -2.66656 4.19416 -1.91383 0.0155 -0.0295 -0.0130 -0.147
C -1.79213 3.09556 -1.96934 -0.0513 0.0177 0.0070 -0.565
S -1.10966 2.67031 -0.39771 0.2991 0.5917 -0.0254 0.601
H -1.91871 2.58787 -5.30462 0.0143 0.0114 0.0025 0.111
H -3.48370 4.51441 -5.18131 -0.0032 0.0011 -0.0033 0.091
H -3.94281 5.54650 -2.95635 -0.0036 0.0004 -0.0058 0.095
H -2.87193 4.63398 -0.94568 0.0030 -0.0006 0.0096 0.087
C 2.24098 3.49505 0.44817 0.0191 0.0363 -0.0519 -0.064
O 2.42950 2.60657 1.55608 0.0464 -0.0973 0.0797 -0.040
C 3.29180 1.59285 1.42544 -0.0147 0.1681 0.0137 -0.558
O 3.59407 0.91416 2.36894 -0.0420 0.0123 -0.0501 0.135
C 3.78882 1.22055 0.05113 0.1032 -0.0435 -0.1478 -0.267
C 5.06435 1.43379 -0.29397 -0.0869 -0.1331 0.0557 -0.313
As 6.12957 0.38931 -1.55220 0.0246 0.0513 -0.0922 1.335
C 6.15080 1.47544 -3.19743 -0.0010 0.0128 0.0177 -0.283
C 4.85075 -0.97986 -2.10214 -0.0888 -0.0055 0.0740 -0.331
C 3.55990 -1.08747 -1.79437 0.0968 0.0788 -0.0223 -0.272
As 2.38736 0.31875 -1.06239 0.2156 0.0039 0.3239 1.332
C 2.52140 1.55584 -2.57600 -0.0906 0.0010 0.0130 -0.246
C 2.86486 -2.35064 -2.17624 -0.0543 0.0254 -0.3004 -0.520
O 3.41788 -3.40960 -2.36458 -0.0353 -0.0177 0.0996 0.121
O 1.55883 -2.14535 -2.31991 0.0369 0.0077 0.0118 -0.087
C 0.79446 -3.23513 -2.84564 -0.0141 -0.0031 -0.0081 -0.019
C 5.56510 -1.97981 -2.97661 0.0033 -0.0012 0.0258 -0.577
O 5.49023 -1.89951 -4.17190 0.0813 0.0238 -0.0002 0.131
O 6.43171 -2.83008 -2.40538 -0.0745 -0.0869 -0.0543 -0.035
C 6.33683 -3.10575 -1.00664 0.0170 0.0106 0.0259 -0.063
C 5.86675 2.36588 0.55073 -0.0692 0.0625 -0.0157 -0.520
O 5.39661 3.18435 1.30060 0.0429 0.0187 0.0187 0.124
O 7.18958 2.25510 0.33190 0.0106 -0.0250 0.0468 -0.109
C 8.00612 3.13693 1.10767 -0.0107 0.0186 -0.0216 -0.041
H 1.78330 4.38838 0.86512 -0.0098 -0.0069 -0.0197 0.099
H 1.54841 3.06416 -0.27508 0.0347 0.0368 0.0280 0.007
H 3.19933 3.75274 -0.00138 0.0080 0.0002 -0.0059 0.092
H 6.24317 2.52509 -2.92002 0.0090 -0.0082 0.0130 0.025
H 5.25559 1.32485 -3.79389 -0.0038 0.0004 0.0145 0.018
H 7.02496 1.18151 -3.77482 -0.0211 -0.0005 -0.0107 0.018
H 3.51932 1.97869 -2.65099 0.0049 -0.0270 -0.0174 0.008
H 1.78899 2.34614 -2.41214 0.0144 0.0155 -0.0298 0.023
H 2.23867 1.02290 -3.48293 -0.0264 -0.0074 0.0005 0.041
H -0.21727 -2.85384 -2.94882 0.0203 -0.0071 0.0215 0.093
H 0.82460 -4.08039 -2.16009 -0.0171 -0.0065 -0.0070 0.086
H 1.19940 -3.53992 -3.80990 -0.0145 0.0210 0.0074 0.103
H 6.49609 -4.17550 -0.89272 0.0216 0.0165 0.0143 0.095
H 5.35408 -2.85249 -0.61545 0.0076 -0.0100 0.0039 0.081
H 7.11047 -2.55025 -0.47485 -0.0307 -0.0101 0.0058 0.081
H 9.03112 2.84176 0.90408 -0.0020 0.0130 -0.0006 0.091
H 7.77541 3.03281 2.16636 0.0128 -0.0001 -0.0137 0.096
H 7.83704 4.17068 0.80712 0.0011 -0.0123 0.0183 0.096
```
Positions in Å, forces in eV/Å.

Computed properties:
total charge: -1
HOMO energy: -4.5 eV
energy: -8718.07672 hartree
molecular weight: 1399.46 g/mol



2.
C51H47BMnN9S5 | the ωB97M-V functional and the def2-TZVPD basis

Structure (XYZ):
```
114
Properties=species:S:1:pos:R:3:forces:R:3:lowdin_charge:R:1
Mn 1.17152 -0.17996 -0.05854 -1.4929 -0.0491 -0.0478 0.332
N 0.85648 1.63083 -0.58483 0.0434 1.0340 0.0605 -0.368
S 0.96134 3.07298 -0.32852 -0.2559 -0.6518 -0.1283 0.825
N -0.36935 3.92282 -0.85336 0.1700 0.2587 0.1783 -0.342
S -1.61237 4.43331 -0.10318 0.1014 -0.3656 -0.0961 0.937
N -2.50340 3.42014 0.74248 -0.1169 0.2193 0.0368 -0.345
S -2.88437 1.96959 0.24275 0.0312 -0.0089 -0.0207 0.891
N -1.69026 1.06587 0.63339 -0.1306 -0.0351 -0.0756 -0.553
C -4.36919 1.54822 1.10899 0.0658 0.1584 -0.2766 -0.327
C -5.04282 0.42202 0.64638 0.0556 -0.1242 -0.0413 -0.063
C -6.14739 -0.02247 1.35297 0.0125 0.0068 0.0222 -0.028
C -6.55337 0.64829 2.50180 0.0331 -0.0058 0.0046 -0.024
C -5.86707 1.77215 2.94558 -0.0054 -0.0093 0.0271 -0.035
C -4.76137 2.23313 2.24848 0.1544 0.1767 -0.0410 -0.050
C -3.28225 1.94970 -1.48669 -0.0925 -0.0928 0.3681 -0.339
C -2.31399 1.54447 -2.39451 0.1381 0.0122 0.0879 -0.087
C -2.63736 1.55161 -3.74199 0.0313 0.0135 -0.0248 -0.034
C -3.89764 1.96442 -4.15451 0.0067 0.0196 0.0055 -0.023
C -4.84539 2.38880 -3.22891 -0.0216 0.0348 0.0230 -0.026
C -4.54495 2.38099 -1.87819 -0.0649 0.0373 -0.0310 -0.053
C -1.33402 5.73710 1.05904 -0.0303 -0.1984 0.0545 -0.330
C -1.82558 5.66784 2.35260 0.0319 -0.1646 0.0185 -0.051
C -1.62652 6.75515 3.18870 0.0161 0.0536 0.0402 -0.033
C -0.95433 7.87816 2.72495 -0.0276 -0.0299 0.0079 -0.024
C -0.46516 7.92474 1.42298 0.0154 0.0129 -0.0313 -0.031
C -0.65596 6.84951 0.57464 0.0649 -0.0694 -0.1264 -0.058
C -2.60257 5.18516 -1.36785 0.1503 -0.0698 -0.0324 -0.325
C -3.78144 5.79977 -0.96350 -0.0109 -0.0685 0.1288 -0.053
C -4.55004 6.43970 -1.91906 -0.0325 0.0069 0.0525 -0.032
C -4.13521 6.46121 -3.24642 0.0281 -0.0110 -0.0262 -0.026
C -2.95238 5.84180 -3.62817 -0.0476 0.0298 -0.0332 -0.035
C -2.16842 5.19737 -2.68394 0.0893 -0.1193 0.0614 -0.057
C 2.27900 3.87031 -1.21934 -0.2111 0.0500 0.2060 -0.327
C 3.54826 3.49669 -0.79048 0.0029 -0.0659 -0.0907 -0.076
C 4.65221 4.03117 -1.43051 -0.0423 -0.0268 0.0125 -0.039
C 4.47533 4.91523 -2.49040 0.0076 0.0059 -0.0069 -0.034
C 3.20085 5.26968 -2.90937 0.0553 0.0053 -0.0613 -0.041
C 2.08466 4.74988 -2.26862 -0.1733 0.0114 0.0143 -0.054
C 1.27296 3.54564 1.37164 -0.0188 0.0805 -0.3301 -0.319
C 1.88255 4.75902 1.66076 -0.0248 0.0770 0.0163 -0.062
C 2.11625 5.08430 2.98711 -0.0379 0.0595 -0.0208 -0.035
C 1.73140 4.21080 3.99651 -0.0173 -0.0111 0.0490 -0.036
C 1.13680 2.99349 3.68858 0.0045 -0.0239 0.0060 -0.045
C 0.91811 2.64839 2.36400 -0.0629 -0.0710 -0.0983 -0.072
H -4.71832 -0.09863 -0.24794 -0.0299 0.0072 0.0087 0.122
H -6.69367 -0.88660 1.00082 0.0046 -0.0127 0.0244 0.127
H -7.41007 0.28891 3.05588 -0.0249 0.0320 -0.0192 0.126
H -6.19517 2.29704 3.83222 -0.0092 -0.0153 0.0056 0.124
H -4.21332 3.11093 2.56587 -0.0786 -0.0248 0.0442 0.102
H -1.32820 1.25053 -2.05218 0.0259 0.0708 -0.1073 0.067
H -1.90365 1.23161 -4.46947 -0.0100 -0.0058 0.0008 0.122
H -4.14732 1.95544 -5.20741 0.0065 0.0038 0.0027 0.126
H -5.82300 2.71575 -3.55643 0.0095 -0.0136 -0.0153 0.128
H -5.27785 2.69372 -1.14489 -0.0079 -0.0021 -0.0389 0.130
H -2.34119 4.77946 2.68831 -0.0006 0.0682 0.0508 0.099
H -2.00822 6.72934 4.20046 0.0149 -0.0020 -0.0057 0.124
H -0.81788 8.72834 3.38010 0.0130 -0.0036 -0.0084 0.126
H 0.05249 8.80468 1.06628 0.0017 -0.0032 0.0035 0.126
H -0.28874 6.86543 -0.44574 -0.0061 0.0777 0.0153 0.127
H -4.08493 5.78146 0.07712 -0.0275 0.0415 -0.0286 0.126
H -5.46622 6.93395 -1.62576 -0.0002 -0.0074 -0.0090 0.125
H -4.73686 6.97454 -3.98483 0.0110 -0.0066 -0.0031 0.126
H -2.63045 5.87059 -4.66045 -0.0132 -0.0049 0.0030 0.124
H -1.24055 4.70946 -2.94772 -0.0441 0.0147 -0.0683 0.100
H 3.65816 2.79696 0.02950 0.0671 0.0442 0.0139 0.105
H 5.64638 3.76185 -1.09992 0.0108 0.0090 -0.0238 0.119
H 5.33994 5.32813 -2.99256 -0.0101 0.0166 0.0023 0.123
H 3.07456 5.95306 -3.73800 -0.0010 0.0041 0.0065 0.121
H 1.08334 5.01660 -2.58229 0.0745 0.0325 0.0195 0.095
H 2.19667 5.42436 0.86692 -0.0365 0.0328 0.0285 0.124
H 2.60785 6.01658 3.23099 -0.0125 -0.0020 0.0101 0.124
H 1.91188 4.47437 5.03054 0.0105 -0.0126 -0.0099 0.123
H 0.86137 2.30906 4.48026 0.0193 0.0035 -0.0011 0.114
H 0.49555 1.69505 2.07400 -0.1002 -0.0091 0.0872 0.072
C 2.09440 -1.67579 -3.07086 0.1955 -0.0064 -0.0188 -0.015
N 0.79996 -2.25827 -2.77358 -0.2104 0.0719 0.3094 -0.111
C -0.20698 -2.49684 -3.67756 -0.0480 -0.0407 -0.1006 -0.016
C -1.26839 -2.94305 -2.96917 -0.1137 0.0136 -0.0541 -0.036
N -0.92173 -2.97973 -1.63826 0.3845 0.2596 0.0988 -0.019
B -1.93957 -3.50896 -0.56352 -0.0167 -0.0655 -0.1374 -0.401
N -1.65517 -2.91462 0.86072 -0.1510 0.3032 -0.0870 -0.018
C -1.62608 -3.66080 2.00525 0.1091 -0.1722 0.2250 -0.010
C -1.55817 -2.81672 3.06062 0.0372 -0.0743 -0.0142 0.002
N -1.52395 -1.53581 2.55514 0.0008 -0.0258 -0.3015 -0.067
C -1.49028 -0.36102 3.41618 0.0700 0.0731 0.1915 0.011
C -1.59578 -1.63370 1.21104 -0.1710 0.0496 0.2777 -0.482
S -1.44292 -0.43153 -0.08125 0.4503 0.0676 0.1024 0.988
C 0.34638 -2.55318 -1.52890 -0.0840 -0.4360 -0.3006 -0.684
S 1.33332 -2.45408 -0.10481 0.1399 -0.3761 -0.0108 0.723
H 2.23006 -1.64790 -4.14842 -0.0402 -0.0263 -0.0060 0.104
H 2.88524 -2.27359 -2.62253 -0.0245 0.0027 0.0020 0.094
H 2.15190 -0.65562 -2.68129 0.0036 -0.0257 -0.0426 0.077
H -0.07444 -2.36498 -4.73726 0.0196 0.0260 0.0223 0.135
H -2.24373 -3.25329 -3.30106 0.0199 -0.0142 0.0084 0.135
H -3.02015 -3.10424 -0.89757 -0.0993 -0.0273 -0.0804 0.084
H -1.85428 -4.69492 -0.48834 -0.0463 -0.0953 0.0879 0.090
H -1.64862 -4.73611 1.98524 -0.0390 0.0182 -0.0847 0.144
H -1.53078 -3.00779 4.11931 -0.0178 0.0249 -0.0060 0.144
H -0.65013 -0.44974 4.10400 -0.0106 -0.0358 -0.0288 0.107
H -2.41191 -0.30545 3.99479 -0.0047 -0.0095 -0.0433 0.110
H -1.38281 0.53688 2.82601 -0.0070 0.0615 -0.1015 0.047
N 2.98298 0.02252 0.35716 1.3691 0.0018 0.2296 0.080
C 4.12734 0.01508 0.47059 -0.3733 0.0500 0.1469 -0.058
C 5.53931 -0.00213 0.52781 0.7612 -0.0031 -0.2363 -0.215
C 6.22962 0.09691 -0.69218 -0.2353 -0.0069 0.1625 -0.022
C 7.60676 0.01902 -0.69978 0.1104 0.0160 -0.0428 -0.047
C 8.30232 -0.15161 0.49278 -0.1044 0.0081 -0.0152 -0.028
C 7.61906 -0.23696 1.69990 0.0892 -0.0021 0.0278 -0.042
C 6.24013 -0.16292 1.72748 -0.3257 0.0042 -0.0057 -0.010
H 5.66805 0.22900 -1.60819 0.0640 -0.0380 -0.0400 0.120
H 8.14164 0.07932 -1.63779 0.0102 0.0144 0.0155 0.120
H 9.38144 -0.22158 0.47954 0.0020 0.0003 0.0042 0.124
H 8.16534 -0.37197 2.62303 -0.0014 0.0070 -0.0016 0.122
H 5.69732 -0.24003 2.66013 0.0396 -0.0170 0.0187 0.125
```
Positions in Å, forces in eV/Å.

Computed properties:
total charge: +3
HOMO energy (spin up / spin down): -14.8 / -14.5 eV
energy: -5630.23164 hartree
molecular weight: 1012.08 g/mol
multiplicity: 4